Entry from the Open Molecules 2025 dataset: C23H27ClN5O3S4Sr as an isolated structure in a non-equilibrium geometry (ωB97M-V/def2-TZVPD).

Each line ends with the natural charge from an NBO analysis.
Geometry (Å):
Sr (1.589, -1.148, -0.036)  1.780
C (-4.036, 0.107, 1.281)  -0.625
C (-3.991, -0.680, -0.029)  -0.218
C (-3.723, 0.284, -1.181)  -0.605
C (-2.984, -1.822, 0.014)  -0.038
C (-2.633, -2.423, 1.217)  -0.204
C (-1.692, -3.438, 1.273)  -0.205
C (-1.077, -3.914, 0.122)  -0.019
C (-0.012, -4.972, 0.187)  -0.650
C (-1.440, -3.333, -1.090)  -0.221
C (-2.367, -2.303, -1.142)  -0.182
H (-4.680, 0.982, 1.163)  0.185
H (-3.032, 0.438, 1.558)  0.258
H (-4.440, -0.485, 2.102)  0.192
H (-4.985, -1.126, -0.181)  0.181
H (-2.710, 0.681, -1.109)  0.234
H (-4.422, 1.124, -1.138)  0.189
H (-3.835, -0.185, -2.159)  0.193
H (-3.047, -2.057, 2.146)  0.204
H (-1.384, -3.829, 2.235)  0.222
H (-0.394, -5.937, -0.164)  0.189
H (0.356, -5.088, 1.206)  0.236
H (0.834, -4.694, -0.441)  0.252
H (-0.935, -3.653, -1.992)  0.218
H (-2.578, -1.849, -2.101)  0.191
N (0.698, 3.416, -1.907)  -0.582
C (-0.405, 3.069, -2.696)  -0.205
C (-0.610, 1.744, -2.451)  -0.076
N (0.233, 1.242, -1.517)  -0.546
C (1.029, 2.286, -1.168)  0.229
C (2.052, 2.259, -0.216)  0.241
N (2.383, 1.193, 0.544)  -0.629
C (3.417, 1.598, 1.337)  -0.051
C (3.724, 2.902, 1.120)  -0.174
N (2.880, 3.325, 0.093)  -0.572
H (0.937, 4.358, -1.645)  0.369
H (-0.882, 3.760, -3.366)  0.189
H (-1.351, 1.116, -2.922)  0.190
H (3.885, 0.898, 2.010)  0.239
H (4.484, 3.536, 1.538)  0.194
H (2.770, 4.270, -0.226)  0.380
S (4.577, -1.867, 0.446)  -0.775
S (4.520, -2.782, 2.311)  -0.126
S (3.109, -1.803, 3.426)  -0.151
S (1.234, -2.395, 2.738)  -0.806
O (-0.832, 0.488, 1.385)  -0.589
N (-0.379, 1.665, 1.658)  0.089
C (0.544, 1.798, 2.643)  0.001
C (1.026, 3.045, 2.994)  -0.250
C (0.565, 4.177, 2.330)  -0.231
C (-0.360, 4.020, 1.310)  -0.268
C (-0.803, 2.753, 0.970)  -0.027
H (0.846, 0.856, 3.081)  0.264
H (1.767, 3.101, 3.777)  0.222
H (0.937, 5.159, 2.592)  0.200
H (-0.734, 4.861, 0.742)  0.205
H (-1.487, 2.531, 0.165)  0.237
Cl (4.122, -2.088, -4.559)  -0.093
C (2.699, -2.804, -3.747)  -0.465
C (2.218, -2.070, -2.499)  0.745
O (1.464, -2.782, -1.776)  -0.838
O (2.515, -0.889, -2.294)  -0.735
H (2.938, -3.831, -3.487)  0.225
H (1.890, -2.796, -4.476)  0.212

Forces on the atoms, in the same order (eV/Å):
Sr -0.3934 0.5528 1.4808
C -0.0424 0.0566 0.0786
C -0.0680 -0.0630 0.0095
C 0.0035 0.0657 -0.0016
C -0.0073 0.0084 -0.0121
C 0.0239 0.0576 0.0163
C 0.0425 -0.0701 0.0451
C 0.0549 0.0243 0.0114
C 0.0101 -0.0661 0.0085
C -0.0016 0.0158 0.0259
C -0.0529 -0.0221 0.0338
H -0.0286 0.0070 0.0031
H -0.0203 -0.0273 -0.0457
H -0.0184 -0.0161 0.0191
H 0.0251 0.0315 -0.0478
H 0.0321 -0.0062 0.0382
H -0.0167 0.0038 -0.0099
H -0.0049 -0.0183 -0.0262
H 0.0022 0.0076 0.0312
H 0.0085 0.0033 0.0145
H -0.0002 -0.0003 0.0023
H -0.0057 0.0105 0.0103
H 0.0049 -0.0051 -0.0304
H 0.0004 0.0258 -0.0309
H -0.0085 0.0008 -0.0234
N 0.1511 0.1034 -0.1755
C -0.0239 0.0917 0.0875
C -0.2568 -0.1925 -0.0491
N 0.4082 0.0130 0.0125
C -0.1708 -0.1434 -0.0136
C 0.0551 -0.0956 -0.0058
N 0.1621 0.3166 -0.0271
C 0.0990 -0.1972 0.0908
C 0.0049 0.1076 -0.0103
N 0.0100 0.0834 -0.0976
H -0.0738 0.0056 0.1091
H 0.0229 0.0239 -0.0621
H -0.0034 -0.0210 -0.0240
H 0.0201 -0.0003 0.0207
H 0.0465 0.0323 0.0025
H -0.0395 -0.0119 0.0453
S -0.0927 -0.0877 0.0778
S 0.0539 0.0257 -0.1534
S -0.1558 0.0134 -0.0128
S 0.0158 0.0422 0.0750
O 0.0732 0.1566 -0.3159
N 0.0669 -0.1538 0.3652
C -0.1728 0.0013 -0.1836
C -0.0823 0.0326 -0.0285
C 0.0278 -0.0134 0.0481
C -0.0453 -0.0012 0.0510
C 0.0455 -0.1263 0.0547
H 0.0012 -0.0083 0.0187
H -0.0016 0.0489 0.0002
H -0.0001 -0.0066 -0.0034
H 0.0027 0.0270 0.0311
H -0.0130 0.0186 0.0088
Cl -0.0126 0.0193 -0.0055
C 0.0488 -0.0821 -0.1611
C 0.0200 -0.2193 -0.4264
O -0.1111 -0.4942 -0.5513
O 0.3507 0.1105 -0.4337
H 0.0396 0.0468 0.0044
H -0.0097 -0.0421 0.0367

The multiplicity is 2. The energy above the lowest of the compared OMol25 structures with the same formula, charge and spin is 12.8 kcal per mole. As for the total energy: -94585.4663 eV. As for the charge: -2. The calculation puts the HOMO-LUMO gap (spin up / spin down) at 3.60 / 4.92 eV. As for the maximum force: 0.03168 Eh/bohr. For the HOMO energy (spin up / spin down), the calculation gives 0.8 / -0.6 eV.